(a)
Density functional theory data (the ωB97M-V functional and the def2-TZVPD basis) for a structure of composition C2H7OS2.

Values from the calculation:
LUMO	3.6	eV
net charge	-1
HOMO-LUMO gap	0.2208	Eh

Each line ends with the natural charge from an NBO analysis.
Element x y z (Å)
C: 3.06360 -1.97657 1.28734  0.256
O: 4.25773 -2.04319 1.75100  -0.587
H: 2.54854 -0.97226 1.26890  0.158
H: -1.65399 5.23266 -4.03389  0.003
H: 2.42006 -2.86458 0.94171  0.136
C: -2.03356 -0.23314 0.03146  -0.739
S: -0.50360 -1.24388 0.45439  -0.087
S: -0.09770 -1.32420 2.46262  -0.738
H: -1.94133 -0.44690 -1.08099  0.198
H: -2.83878 -0.80442 0.44867  0.204
H: -1.96291 0.84038 0.22014  0.198
H: -1.25806 5.83610 -3.75136  -0.003

=====

(b)
Density functional theory data (the ωB97M-V functional and the def2-TZVPD basis) for a cluster of 3 separate species, C2H7OS2 in total.

Values from the calculation:
LUMO	3.6	eV
net charge	-1
HOMO-LUMO gap	0.2150	Eh

Each line ends with the natural charge from an NBO analysis.
Element x y z (Å)
C: -2.57873 0.93508 -2.16691  0.290
O: -3.13112 1.70003 -2.91388  -0.565
H: -1.71426 0.31871 -2.47482  0.094
H: 5.30493 -3.78861 1.91868  0.007
H: -2.94349 0.77236 -1.14249  0.124
C: -0.01482 0.12366 1.06022  -0.764
S: 0.58565 1.59067 0.19771  -0.029
S: -1.13184 2.70901 -0.00126  -0.733
H: -0.75509 0.42598 1.80055  0.213
H: 0.81619 -0.36070 1.57070  0.190
H: -0.45867 -0.64341 0.42488  0.181
H: 6.02124 -3.78279 1.72661  -0.007

=====

(c)
Density functional theory data (the ωB97M-V functional and the def2-TZVPD basis) for a cluster of 3 separate species, C2H7OS2 in total.

Values from the calculation:
LUMO	3.8	eV
net charge	-1
HOMO-LUMO gap	0.2279	Eh

Each line ends with the natural charge from an NBO analysis.
Element x y z (Å)
C: -2.26302 -0.88963 -2.01968  0.291
O: -2.44362 0.13117 -2.64343  -0.568
H: -2.00709 -1.82351 -2.54239  0.106
H: 0.32637 2.13481 2.81749  0.000
H: -2.37595 -0.91185 -0.94464  0.135
C: 1.54539 0.44558 0.42946  -0.756
S: 1.13103 -1.09685 1.28221  -0.032
S: 0.32557 -2.13525 -0.33303  -0.771
H: 2.03278 0.20956 -0.51590  0.213
H: 2.21564 1.07649 1.02171  0.188
H: 0.64162 1.02058 0.21609  0.194
H: 0.87128 1.83890 3.23210  -0.002

=====

What should be chosen as the least stable of them? Choose (a).

=====

(a)
Density functional theory data (the ωB97M-V functional and the def2-TZVPD basis) for the molecule C20H28N2O5.

Values from the calculation:
LUMO	0.7	eV
SMILES string	CCOC(=O)C[C@@H]1C(=O)NCCN1C(=O)COc1ccc(C(C)(C)C)cc1
net charge	0
HOMO-LUMO gap	0.3381	Eh

Each line ends with the natural charge from an NBO analysis.
Element x y z (Å)
C: -4.31526 -5.08456 -3.79911  -0.634
C: -3.20587 -5.28704 -2.77741  -0.076
H: -3.60327 -5.20987 -1.76067  0.201
H: -2.71461 -6.25215 -2.91296  0.192
O: -2.16502 -4.31888 -2.93691  -0.497
C: -2.33468 -3.13874 -2.35834  0.821
O: -3.31165 -2.82168 -1.72774  -0.631
C: -1.13565 -2.24389 -2.61850  -0.504
H: -1.37800 -1.59186 -3.46092  0.238
H: -0.30328 -2.88738 -2.89907  0.248
C: -0.75632 -1.37743 -1.39218  -0.146
N: -1.36641 -0.06801 -1.43129  -0.441
C: -0.84079 1.02657 -2.01962  0.660
O: -1.45487 2.07421 -2.10888  -0.627
C: 0.58199 0.91571 -2.58266  -0.162
O: 1.53270 0.40274 -1.67678  -0.503
C: 1.78577 1.09578 -0.51778  0.275
C: 1.24399 2.32564 -0.18178  -0.263
C: 1.58840 2.92655 1.01998  -0.206
C: 2.46670 2.33257 1.91394  -0.049
C: 2.99424 1.09139 1.55925  -0.136
C: 2.66436 0.47947 0.37027  -0.271
H: 3.07984 -0.48035 0.10521  0.224
H: 3.67908 0.58333 2.22075  0.201
C: 2.86887 2.96975 3.23495  -0.075
C: 4.39091 3.16961 3.24981  -0.594
H: 4.91601 2.22270 3.16246  0.206
H: 4.69770 3.64485 4.17921  0.206
H: 4.69393 3.80508 2.42037  0.212
C: 2.20769 4.33259 3.45783  -0.604
H: 1.12414 4.24356 3.48340  0.209
H: 2.48963 5.03580 2.67783  0.210
H: 2.53334 4.74138 4.41230  0.212
C: 2.45568 2.04257 4.38665  -0.594
H: 2.72882 2.48663 5.34160  0.206
H: 2.94238 1.07439 4.30988  0.206
H: 1.37909 1.88496 4.37478  0.210
H: 1.14488 3.88394 1.23883  0.215
H: 0.55254 2.83286 -0.83484  0.231
H: 0.86937 1.91399 -2.93516  0.212
H: 0.59406 0.22762 -3.43335  0.211
C: -2.63809 0.04228 -0.74650  -0.254
C: -2.37938 -0.23293 0.72980  -0.216
N: -1.77099 -1.53864 0.84634  -0.604
C: -1.08029 -2.16748 -0.11768  0.691
O: -0.68669 -3.30933 0.00766  -0.634
H: -1.95339 -2.08539 1.67534  0.409
H: -3.31555 -0.22094 1.29128  0.209
H: -1.70946 0.53461 1.14110  0.196
H: -3.02361 1.04937 -0.90567  0.252
H: -3.33227 -0.70175 -1.14521  0.239
H: 0.33226 -1.26511 -1.39059  0.273
H: -3.90890 -5.11434 -4.80728  0.210
H: -5.05616 -5.87140 -3.69189  0.217
H: -4.79791 -4.12335 -3.64004  0.221

=====

(b)
Density functional theory data (the ωB97M-V functional and the def2-TZVPD basis) for the molecule C20H28N2O5.

Values from the calculation:
LUMO	0.6	eV
SMILES string	COc1ccc(OC)c(NC(=O)C[C@@H](NCCC2=CCCCC2)C(=O)O)c1
net charge	0
HOMO-LUMO gap	0.3154	Eh

Each line ends with the natural charge from an NBO analysis.
Element x y z (Å)
C: -4.04664 -1.99071 0.29608  -0.252
H: -4.81466 -2.74748 0.44789  0.200
O: -4.45030 -0.88112 1.06357  -0.493
C: -3.67215 0.23549 1.04545  0.303
C: -2.49350 0.36187 0.31736  -0.349
C: -1.77147 1.54453 0.36496  0.199
C: -2.21710 2.62043 1.15132  0.227
C: -3.39237 2.48400 1.87112  -0.270
C: -4.11324 1.30485 1.81893  -0.248
H: -5.02864 1.19794 2.37734  0.224
H: -3.76186 3.29251 2.48065  0.223
O: -1.41785 3.74207 1.13518  -0.521
C: -1.82917 4.85901 1.88449  -0.247
H: -1.88272 4.62754 2.95284  0.178
H: -2.79834 5.23522 1.54315  0.179
H: -1.06812 5.62005 1.71843  0.202
N: -0.57403 1.73491 -0.33358  -0.626
C: 0.07155 0.89222 -1.17554  0.687
O: -0.32005 -0.21004 -1.50118  -0.624
C: 1.42043 1.43027 -1.62900  -0.500
H: 1.71788 0.90243 -2.53727  0.235
H: 1.39041 2.49993 -1.83406  0.246
C: 2.45207 1.15374 -0.52266  -0.151
N: 2.58664 -0.26013 -0.19823  -0.678
H: 2.07093 -0.82507 -0.86948  0.397
C: 2.14816 -0.64012 1.13791  -0.200
C: 2.33175 -2.14747 1.33297  -0.428
C: 1.56846 -2.93964 0.29648  -0.006
C: 0.24867 -2.86128 0.19125  -0.176
C: -0.55877 -3.54515 -0.86622  -0.438
C: 0.32618 -4.07192 -1.99102  -0.392
C: 1.53516 -4.78694 -1.40100  -0.392
C: 2.39498 -3.79098 -0.62838  -0.437
H: 2.93267 -3.14422 -1.33046  0.205
H: 3.15025 -4.32546 -0.04516  0.212
H: 1.19203 -5.57231 -0.72402  0.196
H: 2.12732 -5.25566 -2.18936  0.208
H: 0.66389 -3.23275 -2.60186  0.201
H: -0.24434 -4.74750 -2.63088  0.207
H: -1.12395 -4.36777 -0.41325  0.203
H: -1.28198 -2.83424 -1.27149  0.221
H: -0.31286 -2.25985 0.89493  0.196
H: 3.39464 -2.38490 1.26629  0.208
H: 1.98781 -2.40614 2.33685  0.223
H: 1.09427 -0.37472 1.30941  0.178
H: 2.75989 -0.09515 1.86421  0.196
H: 2.17857 1.72325 0.37545  0.219
C: 3.83785 1.68246 -0.97544  0.778
O: 4.01389 2.81061 -1.33944  -0.592
O: 4.77917 0.75877 -0.90616  -0.675
H: 4.32281 -0.06465 -0.57638  0.510
H: -0.16704 2.64584 -0.16495  0.423
H: -2.11784 -0.43582 -0.29857  0.259
H: -3.08169 -2.38176 0.63256  0.175
H: -3.98714 -1.74326 -0.76818  0.179

=====

What should be chosen as the least stable of them? Choose (b).

=====

(a)
Density functional theory data (the ωB97M-V functional and the def2-TZVPD basis) for a cluster of 3 separate species, C3H15N2O3 in total.

Values from the calculation:
LUMO	-2.7	eV
net charge	+1
HOMO-LUMO gap	0.4027	Eh

Each line ends with the natural charge from an NBO analysis.
Element x y z (Å)
N: 0.00989 0.72996 0.19658  -0.701
C: 0.03323 -0.34139 1.27036  -0.080
C: -0.95057 -0.13716 2.34571  -0.094
O: -0.59842 1.06006 3.01836  -0.755
C: -0.07590 -1.63166 0.42610  -0.235
N: 0.99642 -1.66850 -0.53440  -0.869
H: 0.18527 1.65679 0.58991  0.442
H: -0.91567 0.78658 -0.22481  0.462
H: 0.71802 0.44882 -0.50120  0.477
H: 1.04073 -0.28510 1.75274  0.231
H: -0.98097 -0.97441 3.10428  0.209
H: -2.00802 -0.05396 2.08367  0.191
H: -1.17713 1.43768 3.68248  0.506
H: -0.04637 -2.50801 1.09141  0.211
H: -1.02177 -1.62777 -0.13235  0.209
H: 1.89526 -1.95933 -0.16800  0.386
H: 0.74229 -2.22614 -1.33942  0.389
H: 1.25557 0.23035 -3.43661  0.500
H: 2.08148 1.63123 -3.26268  0.511
O: 1.53462 0.95077 -2.86639  -0.980
H: -0.23095 1.19252 -2.61063  0.496
H: -1.42659 2.06807 -2.39813  0.489
O: -1.06041 1.22061 -2.08698  -0.996

=====

(b)
Density functional theory data (the ωB97M-V functional and the def2-TZVPD basis) for a cluster of 3 separate species, C3H15N2O3 in total.

Values from the calculation:
LUMO	-2.9	eV
net charge	+1
HOMO-LUMO gap	0.3788	Eh

Each line ends with the natural charge from an NBO analysis.
Element x y z (Å)
N: 0.42907 1.21974 0.55238  -0.721
C: 0.14422 -0.06554 1.31697  -0.070
C: -0.79191 0.23854 2.53424  -0.071
O: -0.28365 1.43137 2.95919  -0.733
C: -0.38448 -1.29798 0.47472  -0.257
N: 0.76509 -1.68474 -0.41748  -0.885
H: 0.73122 2.10532 1.15524  0.482
H: -0.38899 1.47111 0.01247  0.459
H: 1.20781 0.85597 -0.04007  0.453
H: 1.24046 -0.38441 1.46466  0.219
H: -0.91253 -0.51237 3.21527  0.208
H: -1.84446 0.32834 2.03313  0.173
H: 0.15142 1.30341 3.84889  0.504
H: -0.72110 -2.21472 1.12882  0.243
H: -1.28490 -0.86845 -0.04049  0.218
H: 1.04861 -2.63883 -0.45753  0.393
H: 0.60312 -1.32761 -1.35086  0.373
H: 0.93895 -0.92495 -3.93401  0.496
H: 1.62129 0.38508 -3.73745  0.495
O: 0.88536 -0.09614 -3.44491  -0.959
H: -0.50803 0.29172 -2.52455  0.503
H: -1.48717 1.49896 -2.73057  0.493
O: -1.15939 0.88619 -2.01808  -1.017

=====

What should be chosen as the least stable of them? Choose (b).